Entry 1:
The following is a DFT calculation (ωB97M-V with the def2-TZVPD basis set) of a structure of composition C37H59CrF5N5O4Si2Te3.

Positions of all 116 atoms, in Å:
H 4.4974 -2.4487 -6.0850
C -1.9226 4.3184 2.1348
H -3.8640 3.3436 1.8598
C -4.4722 -0.5379 1.4713
H -0.4631 4.6639 -2.6937
N -1.3215 3.5547 -1.1140
H 1.8803 4.8553 1.7024
H 1.4505 0.8747 -2.1076
H -6.6123 0.2792 3.9638
H 3.2591 -0.5622 -2.9062
O -0.5889 -3.3164 -0.3066
C -0.8940 1.0317 4.3808
H 1.3111 7.0929 0.5939
N -0.3615 -0.7261 -2.3110
Te 1.7534 -3.0054 -1.4797
H 0.9363 1.8860 -0.7942
F 0.4019 -5.3309 2.7953
F 1.6572 -3.7641 0.9507
H 4.3976 -5.4063 0.9926
C -1.4070 5.5737 1.8115
C 0.8105 4.7024 1.8054
H -8.0489 0.7949 2.0219
C -1.2929 2.0534 5.2441
C -0.8286 2.0967 6.5451
H 3.6767 -3.9828 -5.8075
C 0.3423 3.4359 2.1346
H -3.6533 4.1291 3.4146
H 1.1500 -0.6407 6.4486
H 4.1578 -7.2212 -2.9255
H 6.7263 -6.1134 -1.7067
H 6.7206 -4.5497 -0.8948
C -3.4157 4.2075 2.3505
H -7.2227 0.4008 -0.2710
H 1.2162 2.9080 -3.2629
C 0.6106 1.4694 -1.7523
C 0.0476 1.1120 6.9785
H 2.3168 2.6024 1.9882
C -6.2360 0.1394 2.9595
F -0.5209 -3.1907 2.1293
H -2.5515 4.7142 -3.0341
C -2.5797 3.3932 -1.4813
O -1.2693 1.2288 0.5976
H 0.4283 -1.2102 -5.8640
C -0.0024 0.0440 4.7904
H 0.5823 4.2629 -1.3548
Si 4.4134 -5.2508 -1.4830
C -0.5604 0.4869 -1.5206
N -3.3710 2.6351 -0.7155
H 0.6133 -0.7226 2.8779
H 4.4924 -6.9967 0.2359
C 6.2664 -5.1236 -1.7050
Te -1.9614 1.2816 2.5678
O 0.4106 -0.3781 0.5470
N -2.0464 -0.7676 2.0319
C 3.6858 -6.2368 -2.8953
H -1.1630 -1.3463 -2.2130
H -4.3183 -0.5894 3.6077
H -1.5061 0.9763 -1.7865
H -2.8995 1.9192 -0.1578
H 2.6137 -6.3873 -2.7703
C -0.2016 3.8645 -2.0003
H -0.2803 -0.4852 -3.2943
C 3.8186 -3.4296 -1.5465
H 3.8639 -5.7640 -3.8638
H -0.2808 7.7990 0.9058
C 3.9611 -3.0384 -5.3389
H -4.3422 2.4989 -0.9408
H 0.4246 1.1273 7.9923
O -2.8302 -1.6528 0.1611
C 0.3114 2.6177 -2.7242
H 1.6258 -4.2693 -3.7781
H 1.0386 1.3887 1.9497
H -1.9667 2.8331 4.9008
H 6.5269 -4.6370 -2.6477
H 1.8350 -1.0908 -6.9212
C -3.0830 -1.0058 1.2392
H -2.0913 6.4077 1.6980
H 2.1348 0.2353 -4.0146
H -0.1815 -1.9018 3.9160
N -3.0628 3.9729 -2.5890
C -7.0444 0.4242 1.8671
H -4.0321 3.8713 -2.8323
H 0.3909 -3.0209 -3.6924
C -4.9497 -0.3390 2.7634
C -5.2950 -0.2805 0.3776
Si 2.4504 -2.1150 -4.7469
H 2.9493 -6.1394 0.3117
H -0.4131 2.2969 -3.4803
F 1.3522 -4.8614 -1.3613
C -0.6424 0.1573 -0.0352
C 4.0198 -6.0140 0.1684
Te -0.1447 -4.7946 1.0356
H 1.4709 -1.4064 4.2571
H -1.0767 3.0954 -0.2356
Cr -0.9008 -1.7460 0.6576
F -1.9874 -5.0719 1.4662
H -4.9225 -0.4943 -0.6170
C 1.3385 2.3373 2.3895
C 0.4929 7.1491 1.3121
H 0.8854 7.6254 2.2123
C 1.3315 -1.7304 -6.1942
C -0.0489 5.7834 1.6339
C -1.0414 3.2395 2.2740
C 0.5011 -1.0547 3.9075
C -6.5766 0.2095 0.5761
C 0.4513 0.1143 6.1099
C 2.9508 -0.4863 -3.9515
H -1.1450 2.8905 7.2076
H 4.2144 -2.9692 -2.4545
H 1.4555 2.1778 3.4640
H 1.0179 -2.6397 -6.7098
H 3.7934 -0.0609 -4.5017
H 4.2582 -2.8985 -0.6979
H -3.9168 5.0977 1.9732
C 1.4579 -3.2136 -3.5569
H 4.6631 -3.2657 -4.5344

ΔE to the lowest compared entry with this formula, charge and spin	39.1	kcal/mol
E_LUMO (alpha / beta)	-2.321 / -2.297	eV
<S²>	2.22
2S+1	3
net charge	+1

Entry 2:
The following is a DFT calculation (ωB97M-V with the def2-TZVPD basis set) of a cluster of 6 separate species, C37H60BrF3NO16PS7 in total.

Positions of all 126 atoms, in Å:
F 0.7208 6.6983 0.0237
C 4.8899 -3.9119 -5.9675
C 0.7725 -0.7524 1.4719
C -2.4691 -5.3165 -0.4947
H -2.6541 4.1804 3.2845
C 1.4649 -8.7027 -4.6156
O 2.3382 -3.2331 -6.1318
H -4.7617 4.5336 -2.6593
C -0.8139 -3.4178 0.0060
H -1.1855 -3.6632 0.9997
O -3.4940 -4.5581 0.1747
H -1.8344 4.9744 1.9965
H 3.2909 -5.9391 -1.6796
H -4.1756 5.8380 -0.3451
H -10.0482 5.3080 -1.4295
O 1.9355 2.7173 -2.8084
O 2.9883 -6.5632 -4.3357
H 4.4447 8.3051 4.0056
H 3.2791 -2.8013 7.3895
S -3.4224 1.5313 3.7253
H 4.9040 -3.4749 -4.9695
C -1.9356 1.6375 2.6808
S -7.7865 5.2718 -0.6512
C 4.2767 4.6623 3.9317
F -1.3501 6.1267 0.1736
C 1.2853 -0.8935 0.0813
O -4.2950 0.5719 3.1074
C 2.3108 0.2459 -1.7785
H 5.3659 4.6168 3.9435
C -2.3423 4.0670 2.2499
H 3.2983 -4.4359 6.6791
H -8.8955 4.5960 1.3604
H 1.0751 2.3328 -3.0133
H 5.1730 -1.3855 -7.2537
C -1.2309 0.4593 2.4531
H -1.8075 0.4997 5.1695
O 1.0108 -1.5220 2.3731
C 2.4359 -1.1836 5.2668
C 1.7720 0.2810 -0.4798
H 4.2574 -1.1901 -5.7250
C -1.3455 -4.4329 -1.0200
H -9.0989 3.3972 0.0416
C 1.9104 -3.3921 -2.7428
C 1.8070 -2.1574 -1.8772
P 3.0822 1.5456 -2.8284
H -0.5492 -5.1029 -1.3528
O 4.4134 6.2309 6.0633
H 0.8076 -9.1968 -5.3306
H -3.1011 5.4142 -1.6599
H 4.1728 -4.8529 -0.8869
H 0.1084 -6.9135 -6.3930
H 5.6835 7.0651 3.6773
C -9.3807 6.0411 -0.9764
C 3.2521 -4.1096 -2.5692
O 0.8204 4.0314 -0.6501
H -2.7150 1.8273 5.9218
O -6.9826 6.2588 0.1169
C 3.3837 -3.3724 6.4670
O -3.9981 2.8165 4.0197
H 4.2281 7.1864 2.6351
H -2.9726 -5.8051 -1.3299
C 4.1949 -1.4612 -6.7794
H 5.8462 -3.7618 -6.4687
O 2.7015 2.2039 0.5356
H 4.8154 2.6492 -2.3518
H -1.1678 -2.4266 -0.2772
H -4.2518 4.7723 1.5692
C 0.7483 -6.3569 -5.7080
H -9.8035 6.4237 -0.0472
H 4.6691 -4.9758 -5.8966
S 2.2447 -7.2928 -5.4040
C -3.5848 3.9390 1.3444
C -3.6794 -4.8677 1.4813
H 3.8942 4.6392 2.9113
H -9.2125 6.8621 -1.6701
C -0.1567 6.0096 0.7457
C -2.7891 0.9495 5.2871
H -3.8066 2.9650 -0.5504
H 2.2518 -9.3875 -4.3069
O -4.7544 -5.1048 1.9562
C 2.2873 -0.9725 -2.4327
H 4.3441 -3.1677 5.9939
S 3.7374 6.1712 4.7404
H 1.0427 -5.4071 -6.1545
F -0.1806 6.5135 1.9762
H 1.6827 -0.7178 4.6363
H -4.1334 3.0392 1.6188
H -3.4994 0.2158 5.6615
H 1.0648 -3.3954 1.1155
H -2.0913 -6.1101 0.1550
Br -1.8403 -1.2145 3.0756
H 1.0848 -4.0788 -2.5612
C -3.2898 3.8473 -0.1703
H 2.6870 -1.0193 -3.4408
H -7.5506 3.5143 0.9134
C -8.4047 4.0749 0.5384
C -1.4806 2.8478 2.1242
H 1.8840 -3.0470 -3.7771
C -3.8692 5.0141 -0.9913
H -1.7214 -3.9205 -1.9081
H 2.3991 -0.7666 6.2735
C 1.7405 1.5013 0.4022
S 0.6106 4.2865 0.7433
S 2.0566 -2.9366 5.3352
H -2.2240 3.7388 -0.3775
H 3.4647 -4.6993 -3.4602
H 4.0452 -3.3583 -2.4856
H 3.8646 3.8261 4.4925
C -0.0443 0.4906 1.7200
C 1.2929 -2.1310 -0.5855
H 0.9031 -8.3648 -3.7448
C 4.6179 7.2925 3.6476
H -2.7666 -4.8361 2.1009
H 3.4228 -1.0421 4.8258
N 3.2955 -4.9719 -1.3756
C 0.7407 -3.3635 0.0799
H 3.4894 -0.8068 -7.2868
C -0.2673 2.8639 1.4271
S 3.5910 -3.1440 -6.9369
O 1.7395 4.5042 1.5979
O 4.1834 2.1685 -1.8042
H 1.1695 -4.2416 -0.3983
O 0.7837 -3.0709 6.0917
O -5.0132 4.6090 -1.7373
H 0.2381 -6.1765 -4.7613
C 0.4397 1.6739 1.1976

E_LUMO	-1.007	eV
2S+1	1
net charge	0

- The lowest 2S+1 belongs to which entry?
  C37H60BrF3NO16PS7

- Number 1 is which compound?
  C37H59CrF5N5O4Si2Te3